(1)
C4H8O2 | ωB97M-V/def2-TZVPD

Properties
Molecular weight (g mol⁻¹): 88.1
LUMO level (eV): 0.9

Bonds (Å) are listed after each position.
Atoms and positions in Å:
1 C -0.84107 1.36462 -1.26760  C2 1.512, H7 1.095, H8 1.092, H9 1.095
2 C -0.56155 0.60763 0.01135  C1 1.512, O3 1.217, C4 1.524
3 O -1.48511 0.31118 0.74611  C2 1.217
4 C 0.85315 0.15550 0.35314  C2 1.524, C5 1.530, H10 1.095, H11 1.100
5 C 0.77942 -1.23898 0.97774  C4 1.530, O6 1.414, H12 1.097, H13 1.093
6 O 0.09281 -2.13274 0.12429  C5 1.414, H14 0.967
7 H -1.19587 2.37280 -1.02921  C1 1.095
8 H 0.01779 1.42308 -1.93947  C1 1.092
9 H -1.66529 0.84732 -1.76873  C1 1.095
10 H 1.48543 0.14653 -0.54063  C4 1.095
11 H 1.29399 0.87434 1.05962  C4 1.100
12 H 0.28842 -1.17674 1.95671  C5 1.097
13 H 1.78172 -1.65110 1.12230  C5 1.093
14 H -0.84383 -1.90343 0.19438  O6 0.967



(2)
C4H8O2 | ωB97M-V/def2-TZVPD

Properties
Molecular weight (g mol⁻¹): 88.1
LUMO level (eV): 0.3

Bonds (Å) are listed after each position.
Atoms and positions in Å:
1 C -1.94240 -0.39944 -0.93167  H7 1.091, H8 1.091, H9 1.095, H10 1.098
2 C 0.33087 0.91503 -0.07762  O3 1.319, C4 1.514
3 O -0.29367 1.45161 0.95256  C2 1.319, H11 0.970
4 C 0.86968 -0.42482 0.37622  C2 1.514, C5 1.519, H12 1.095, H13 1.102
5 C 2.35813 -0.18158 0.55335  C4 1.519, O6 1.203, H14 1.111
6 O 3.22058 -0.90779 0.13340  C5 1.203
7 H -2.88130 0.10420 -1.16686  C1 1.091
8 H -1.83871 -1.32768 -1.49641  C1 1.091
9 H -1.89783 -0.61004 0.14177  C1 1.095
10 H -1.12291 0.27337 -1.21821  C1 1.098
11 H -0.59943 2.33008 0.67751  O3 0.970
12 H 0.74132 -1.19827 -0.38828  C4 1.095
13 H 0.45036 -0.77285 1.33462  C4 1.102
14 H 2.60530 0.74819 1.10962  C5 1.111



(3)
C4H8O2 | ωB97M-V/def2-TZVPD

Properties
Molecular weight (g mol⁻¹): 88.1
LUMO level (eV): 0.8

Bonds (Å) are listed after each position.
Atoms and positions in Å:
1 C -1.02142 0.29722 -1.12339  C2 1.485, H7 1.089, H8 1.094, H9 1.097
2 C -0.21777 0.47802 0.11209  C1 1.485, O3 1.411, C4 1.477, C5 1.584
3 O -0.20134 1.82891 0.52068  C2 1.411, H10 0.968
4 C 0.04352 -0.52106 1.16849  C2 1.477, C5 1.486, H11 1.084, H12 1.090
5 C 1.15820 -0.30007 0.21112  C2 1.584, C4 1.486, O6 1.394, H13 1.064
6 O 1.54230 -1.34208 -0.63122  C5 1.394, H14 0.967
7 H -2.08918 0.22739 -0.92012  C1 1.089
8 H -0.66634 -0.60241 -1.63538  C1 1.094
9 H -0.83905 1.15080 -1.78861  C1 1.097
10 H 0.16940 1.90793 1.41097  O3 0.968
11 H 0.06970 -0.24260 2.21549  C4 1.084
12 H -0.46879 -1.46633 0.98936  C4 1.090
13 H 1.63469 0.63164 0.01618  C5 1.064
14 H 0.88609 -2.04735 -0.54565  O6 0.967



(4)
C4H8O2 | ωB97M-V/def2-TZVPD

Properties
Molecular weight (g mol⁻¹): 88.1
LUMO level (eV): 0.6

Bonds (Å) are listed after each position.
Atoms and positions in Å:
1 O -0.12063 2.06470 0.62581  C2 1.333, H5 0.967
2 C 0.44700 0.90852 0.97078  O1 1.333, C3 1.293, C4 1.483
3 C 1.50036 0.15893 0.98683  C2 1.293, C4 1.530, H6 1.077
4 C 0.23724 -0.39089 1.65348  C2 1.483, C3 1.530, H7 1.095, H8 1.095
5 H -1.04799 2.04081 0.89769  O1 0.967
6 H 2.54512 -0.03040 0.80563  C3 1.077
7 H 0.17254 -0.42482 2.74651  C4 1.095
8 H -0.32177 -1.18813 1.15204  C4 1.095
9 C -0.86990 -0.41117 -1.78522  O10 1.408, H11 1.102, H12 1.093, H13 1.100
10 O 0.12101 -1.35083 -1.44170  C9 1.408, H14 0.968
11 H -1.36145 0.02500 -0.90069  C9 1.102
12 H -1.62934 -0.94106 -2.36565  C9 1.093
13 H -0.47655 0.41371 -2.39710  C9 1.100
14 H 0.80434 -0.87438 -0.94842  O10 0.968



(5)
C4H8O2 | ωB97M-V/def2-TZVPD

Properties
Molecular weight (g mol⁻¹): 88.1
LUMO level (eV): 1.0

Bonds (Å) are listed after each position.
Atoms and positions in Å:
1 C -1.68081 0.17663 0.12313  C2 1.527, H7 1.097, H8 1.094, H9 1.096
2 C -0.26833 -0.01269 0.67123  C1 1.527, C3 1.541, O6 1.395, H10 1.093
3 C 0.52750 -1.06130 -0.12918  C2 1.541, O4 1.442, H11 1.102, H12 1.088
4 O 0.96547 -0.31450 -1.28263  C3 1.442, C5 1.357
5 C 1.54490 0.78060 -0.72879  O4 1.357, O6 1.734, H13 1.097, H14 1.090
6 O 0.52126 1.13692 0.62461  C2 1.395, C5 1.734
7 H -2.26778 -0.73753 0.27304  C1 1.097
8 H -2.18248 0.99910 0.64129  C1 1.094
9 H -1.65720 0.40398 -0.94835  C1 1.096
10 H -0.29786 -0.30693 1.72323  C2 1.093
11 H 1.39816 -1.40852 0.45047  C3 1.102
12 H -0.06224 -1.90429 -0.48373  C3 1.088
13 H 2.49749 0.54711 -0.23848  C5 1.097
14 H 0.96193 1.70142 -0.69584  C5 1.090



(6)
C4H8O2 | ωB97M-V/def2-TZVPD

Properties
Molecular weight (g mol⁻¹): 88.1
LUMO level (eV): 0.8

Bonds (Å) are listed after each position.
Atoms and positions in Å:
1 O -2.40756 -0.61057 0.14967  C2 1.207
2 C -1.65682 0.02649 0.84810  O1 1.207, C3 1.514, H7 1.113
3 C -0.67944 1.06862 0.34864  C2 1.514, C4 1.507, H8 1.095, H9 1.098
4 C 0.68917 0.46098 0.51699  C3 1.507, C5 1.333, H10 1.091
5 C 1.41336 0.00963 -0.50731  C4 1.333, O6 1.353, H11 1.087
6 O 2.56307 -0.70005 -0.42702  C5 1.353, H12 0.967
7 H -1.59062 -0.17845 1.93979  C2 1.113
8 H -0.90224 1.29272 -0.69931  C3 1.095
9 H -0.78730 1.98746 0.94065  C3 1.098
10 H 1.03098 0.28387 1.53767  C4 1.091
11 H 1.13138 0.17765 -1.54327  C5 1.087
12 H 2.70363 -0.95631 0.49494  O6 0.967
13 H -0.46246 -1.51052 -2.01727  H14 0.744
14 H -1.04517 -1.35153 -1.58228  H13 0.744



What did the third record say?
C4H8O2 | ωB97M-V/def2-TZVPD

Properties
Molecular weight (g mol⁻¹): 88.1
LUMO level (eV): 0.8

Bonds (Å) are listed after each position.
Atoms and positions in Å:
1 C -1.02142 0.29722 -1.12339  C2 1.485, H7 1.089, H8 1.094, H9 1.097
2 C -0.21777 0.47802 0.11209  C1 1.485, O3 1.411, C4 1.477, C5 1.584
3 O -0.20134 1.82891 0.52068  C2 1.411, H10 0.968
4 C 0.04352 -0.52106 1.16849  C2 1.477, C5 1.486, H11 1.084, H12 1.090
5 C 1.15820 -0.30007 0.21112  C2 1.584, C4 1.486, O6 1.394, H13 1.064
6 O 1.54230 -1.34208 -0.63122  C5 1.394, H14 0.967
7 H -2.08918 0.22739 -0.92012  C1 1.089
8 H -0.66634 -0.60241 -1.63538  C1 1.094
9 H -0.83905 1.15080 -1.78861  C1 1.097
10 H 0.16940 1.90793 1.41097  O3 0.968
11 H 0.06970 -0.24260 2.21549  C4 1.084
12 H -0.46879 -1.46633 0.98936  C4 1.090
13 H 1.63469 0.63164 0.01618  C5 1.064
14 H 0.88609 -2.04735 -0.54565  O6 0.967